DFT (ωB97M-V with the def2-TZVPD basis set) results for one molecule with the formula C18H21NO7 in a non-equilibrium geometry.

SMILES: CCOC(=O)CCCNC(=O)COC(=O)/C=C/c1ccc2c(c1)OCO2
DFT total energy (a.u.): -1279.96636
HOMO-LUMO gap (eV): 8.1

CARTESIAN COORDINATES (ANGSTROEM)
1 C 1.46376 0.88155 -1.81718
2 C 2.32049 0.27154 -0.72443
3 O 2.37708 -1.14472 -0.93357
4 C 3.18030 -1.83893 -0.11870
5 O 3.77107 -1.35373 0.80793
6 C 3.27484 -3.28688 -0.55482
7 C 3.45168 -4.23475 0.63152
8 C 2.12238 -4.56345 1.31560
9 N 1.46270 -3.38872 1.83030
10 C 1.54668 -3.01890 3.12129
11 O 2.08467 -3.67386 3.98526
12 C 0.87890 -1.68096 3.43445
13 O -0.02018 -1.28919 2.40646
14 C -0.03859 0.01359 2.05535
15 O 0.65898 0.85595 2.56542
16 C -0.99443 0.23900 0.96573
17 C -1.14341 1.46667 0.44756
18 C -2.00992 1.87400 -0.63605
19 C -2.85643 0.98228 -1.29796
20 C -3.68038 1.38037 -2.34210
21 C -3.63520 2.70525 -2.71033
22 C -2.79280 3.61236 -2.05827
23 C -1.97790 3.22633 -1.02890
24 O -2.94448 4.85026 -2.61993
25 C -3.90951 4.70069 -3.63845
26 O -4.32902 3.35191 -3.68827
27 H 1.89800 0.67592 -2.79195
28 H 1.40349 1.95590 -1.67342
29 H 0.45997 0.46651 -1.78700
30 H 1.90672 0.47366 0.26819
31 H 3.34164 0.66678 -0.74987
32 H 2.40025 -3.54119 -1.15480
33 H 4.15432 -3.34512 -1.20148
34 H 3.90593 -5.16738 0.29612
35 H 4.11820 -3.76387 1.35593
36 H 1.44991 -5.06652 0.61374
37 H 2.30660 -5.21758 2.17103
38 H 1.02654 -2.75695 1.17737
39 H 0.33688 -1.76934 4.38123
40 H 1.65793 -0.91664 3.55255
41 H -1.53748 -0.62991 0.63092
42 H -0.53530 2.25055 0.88371
43 H -2.87983 -0.05081 -0.99221
44 H -4.33149 0.68646 -2.84634
45 H -1.33487 3.93436 -0.53337
46 H -3.47195 4.98556 -4.60811
47 H -4.77560 5.34739 -3.42643

Force components x, y, z for each atom (eV/Å):
C 0.218 -0.399 0.209
C 0.042 0.507 0.133
O -0.240 -0.102 -0.297
C 0.096 -0.203 -0.093
O 0.059 0.090 0.079
C 0.117 -0.002 0.294
C -0.231 0.041 -0.003
C 0.359 -0.189 0.085
N -0.126 0.021 -0.500
C -0.534 0.411 -0.212
O 0.216 -0.031 0.356
C 0.479 0.099 0.574
O -0.151 -0.210 -0.182
C 0.234 0.439 0.111
O -0.072 -0.128 0.008
C -0.130 0.333 -0.195
C 0.322 -0.533 0.514
C -0.430 0.058 -0.488
C 0.208 0.122 0.198
C -0.141 0.274 -0.245
C 0.481 0.283 0.445
C -0.379 -0.495 -0.275
C -0.122 0.007 -0.133
O 0.309 -0.121 0.375
C -0.422 0.954 -0.755
O -0.029 -0.498 0.116
H 0.018 0.038 -0.128
H -0.025 0.150 0.004
H -0.123 0.006 -0.027
H 0.121 -0.018 -0.101
H -0.140 -0.048 0.057
H 0.038 -0.012 -0.071
H -0.062 0.044 -0.069
H 0.042 -0.011 -0.002
H 0.049 -0.086 -0.010
H 0.039 -0.018 0.068
H -0.095 -0.009 -0.153
H -0.099 -0.021 0.183
H 0.091 -0.045 -0.167
H -0.133 -0.212 -0.007
H -0.118 -0.050 -0.120
H 0.083 0.031 0.084
H 0.002 -0.131 0.039
H -0.083 -0.104 -0.060
H 0.112 0.105 0.092
H -0.045 -0.134 0.243
H 0.195 -0.201 0.026

=====

DFT (ωB97M-V with the def2-TZVPD basis set) results for C18H21NiO6S6 as an isolated structure in a non-equilibrium geometry.

Charge: -1
DFT total energy (a.u.): -5047.49086
HOMO-LUMO gap (alpha / beta) (eV): 7.3 / 7.3

CARTESIAN COORDINATES (ANGSTROEM)
1 Ni 0.74376 0.95232 0.10965
2 O -0.39275 -1.90439 -3.10691
3 S -0.43633 -0.61942 -2.44278
4 O -0.23914 0.52971 -3.28570
5 O 0.40552 -0.63755 -1.22195
6 C -2.13657 -0.48874 -1.82640
7 C -3.00666 -1.46110 -2.30605
8 C -4.35095 -1.46572 -1.96731
9 C -4.85367 -0.47880 -1.13603
10 C -3.99968 0.49479 -0.64497
11 C -2.64871 0.49773 -0.97572
12 S -1.70261 1.75858 -0.12029
13 O -2.64964 2.74652 0.30790
14 O -1.04430 1.02324 1.00923
15 O -0.59530 2.22789 -0.96176
16 H -2.59603 -2.22037 -2.95628
17 H -4.99843 -2.24067 -2.35869
18 H -5.90139 -0.46012 -0.86375
19 H -4.37335 1.27362 0.00478
20 C -0.86642 -1.29863 2.93968
21 C 0.43746 -0.58137 3.30988
22 S 1.62473 -0.09428 2.01794
23 C 2.53136 -1.60258 1.59556
24 C 2.02386 -2.51306 0.47863
25 S 0.31835 -3.09864 0.50013
26 C 0.36055 -4.34431 1.81201
27 C 0.38056 -3.82685 3.24076
28 S -1.08092 -2.90440 3.76271
29 H -0.96861 -1.40958 1.86544
30 H -1.71830 -0.71278 3.28160
31 H 1.01072 -1.15743 4.03719
32 H 0.21698 0.37452 3.78667
33 H 2.69419 -2.14214 2.52807
34 H 3.50708 -1.21531 1.28987
35 H 2.68549 -3.38321 0.43710
36 H 2.10099 -1.98902 -0.47575
37 H 1.20708 -5.02181 1.65587
38 H -0.55096 -4.92525 1.66054
39 H 1.27020 -3.22791 3.43028
40 H 0.43028 -4.67302 3.93092
41 S 2.79882 1.41177 -0.54765
42 C 2.50077 2.99296 -1.28847
43 C 2.48646 3.12393 -2.67704
44 C 2.25246 4.35815 -3.26589
45 C 2.02245 5.47959 -2.48058
46 C 2.02840 5.35690 -1.09829
47 C 2.26956 4.12552 -0.50651
48 H 2.62875 2.24064 -3.28581
49 H 2.23172 4.43882 -4.34638
50 H 1.82741 6.43996 -2.94272
51 H 1.83748 6.22271 -0.47487
52 H 2.27729 4.02859 0.57214

Force components x, y, z for each atom (eV/Å):
Ni 0.203 0.090 0.998
O -0.046 -0.009 -0.028
S 0.225 -0.227 0.092
O 0.020 0.070 -0.022
O -0.412 -0.062 -0.338
C 0.034 -0.006 -0.023
C -0.035 -0.018 -0.021
C 0.001 0.058 0.037
C 0.031 -0.050 -0.040
C -0.043 0.040 0.024
C 0.005 0.040 0.032
S 0.001 0.076 -0.120
O 0.062 -0.015 0.038
O 0.193 -0.235 -0.238
O 0.021 -0.008 0.013
H 0.010 0.011 0.006
H -0.010 0.006 0.006
H -0.001 -0.010 -0.008
H 0.018 -0.013 -0.014
C 0.014 0.084 -0.084
C -0.123 0.028 -0.085
S 0.011 0.244 -0.090
C 0.056 0.018 -0.112
C 0.011 0.052 -0.097
S 0.095 -0.106 -0.066
C 0.010 -0.044 -0.071
C 0.004 0.001 0.051
S -0.017 0.079 -0.002
H 0.010 0.041 0.103
H -0.017 0.023 0.043
H 0.056 0.020 -0.006
H -0.035 -0.007 -0.049
H -0.023 0.031 0.040
H 0.006 -0.026 -0.012
H 0.016 -0.006 -0.027
H -0.057 -0.009 0.072
H 0.019 0.037 -0.040
H 0.008 -0.025 -0.005
H 0.000 -0.008 0.021
H -0.029 -0.009 0.016
S -0.212 -0.096 0.013
C -0.069 0.060 -0.052
C -0.042 -0.025 0.021
C 0.014 -0.011 -0.007
C 0.001 -0.028 -0.015
C 0.005 -0.018 0.050
C 0.040 -0.001 -0.019
H -0.020 0.006 0.009
H -0.003 -0.006 0.017
H 0.003 -0.012 0.005
H 0.005 -0.011 -0.007
H -0.014 -0.013 -0.010